Entry from OMol25: an isolated ion of composition C6H6N and charge +1 (ωB97M-V/def2-TZVPD).

- M: 92.12 g/mol
- HOMO: -15.1 eV
- Kohn-Sham gap: 9.318 eV
- SMILES: C1=C[C@@]23C=[N+]2[C@H]3C1
- Total charge: +1
- Calculated total energy: -286.5571 a.u.
- Relative energy (zero: lowest compared OMol25 entry of this formula, charge and spin): 2.128 eV

Each line ends with the Mulliken charge.
Geometry (Å):
C: 1.224 0.780 0.046  -0.340
C: 0.720 0.126 1.164  -0.575
C: -0.483 -0.541 -0.717  0.124
C: -1.828 -0.499 0.941  -0.175
C: 0.697 0.207 -1.168  -0.711
C: -0.451 -0.613 0.769  0.579
N: -1.752 0.102 -0.184  -0.355
H: 2.014 1.496 0.063  0.453
H: 0.908 0.470 2.225  0.380
H: -0.510 -1.468 -1.264  0.427
H: -2.519 -0.684 1.624  0.473
H: 0.511 1.016 -1.787  0.360
H: 1.470 -0.392 -1.712  0.360

***

Entry from OMol25: an isolated ion of composition C6H6N and charge +1 (ωB97M-V/def2-TZVPD).

- M: 92.12 g/mol
- HOMO: -14.2 eV
- Kohn-Sham gap: 8.269 eV
- SMILES: C=C1C=C1C#[N+]C
- Total charge: +1
- Calculated total energy: -286.4864 a.u.
- Relative energy (zero: lowest compared OMol25 entry of this formula, charge and spin): 4.050 eV

Each line ends with the Mulliken charge.
Geometry (Å):
C: -0.041 1.093 1.358  -0.313
C: -0.391 1.116 0.086  0.670
C: -0.039 0.520 2.583  -0.356
C: 0.454 -0.460 1.717  0.426
C: 0.542 -1.392 0.825  -0.648
C: -0.444 0.364 -2.292  -0.848
N: -0.343 0.534 -0.914  -0.071
H: -0.054 0.687 3.620  0.387
H: 0.679 -1.035 -0.250  0.295
H: 0.871 -2.364 1.300  0.303
H: 0.545 0.444 -2.687  0.369
H: -0.793 -0.585 -2.559  0.318
H: -0.985 1.077 -2.786  0.467

***

Entry from OMol25: an isolated ion of composition C6H6N and charge +1 (ωB97M-V/def2-TZVPD).

- M: 92.12 g/mol
- Multiplicity: 3
- HOMO (spin up / spin down): -13.7 / -14.6 eV
- Kohn-Sham gap (spin up / spin down): 8.797 / 7.003 eV
- Total charge: +1
- Calculated total energy: -286.4559 a.u.
- Relative energy (zero: lowest compared OMol25 entry of this formula, charge and spin): 0.979 eV

Each line ends with the Löwdin spin population.
Geometry (Å):
C: 1.733 0.138 0.118  0.116
C: 1.403 1.459 0.174  0.682
C: -0.688 0.430 -0.334  0.152
C: -1.970 0.477 -0.043  0.384
C: 2.751 -0.691 -0.071  0.261
C: 0.206 1.935 -0.008  0.047
N: 0.367 -0.439 -0.328  0.278
H: -2.338 -0.608 0.256  0.022
H: -2.894 0.901 -0.245  0.020
H: 2.569 -1.718 -0.121  0.012
H: 3.739 -0.436 -0.087  0.015
H: -0.181 2.974 0.084  0.006
H: 0.176 -1.416 -0.547  0.006

***

Entry from OMol25: one molecule with the formula C6H6N2 (ωB97M-V/def2-TZVPD).

- M: 106.13 g/mol
- HOMO: -8.1 eV
- Kohn-Sham gap: 8.511 eV
- SMILES: C1=c2cc[nH]c2=NC1
- Total charge: 0
- Calculated total energy: -341.5781 a.u.
- Relative energy (zero: lowest compared OMol25 entry of this formula, charge and spin): 3.932 eV

Each line ends with the Mulliken charge.
Geometry (Å):
C: -2.087 -0.240 0.091  -0.117
C: -1.287 0.998 -0.007  -0.732
C: 0.001 0.554 0.034  0.760
C: 1.390 1.063 -0.096  -0.509
C: 2.120 -0.061 -0.012  -0.468
C: 0.050 -0.758 -0.214  0.117
H: -2.257 -0.379 1.171  0.221
H: -3.063 -0.374 -0.757  0.264
H: -1.470 1.999 -0.157  0.483
H: 1.610 2.250 -0.192  0.245
H: 3.102 -0.167 -0.349  0.389
H: 1.637 -2.253 0.772  0.362
N: 1.382 -1.296 -0.003  -0.346
N: -1.130 -1.335 -0.282  -0.669

***

Entry from OMol25: one molecule with the formula C6H6N2 (ωB97M-V/def2-TZVPD).

- M: 106.13 g/mol
- HOMO: -8.3 eV
- Kohn-Sham gap: 8.802 eV
- SMILES: C#C/C(N)=C(/C)C#N
- Total charge: 0
- Calculated total energy: -341.5806 a.u.
- Relative energy (zero: lowest compared OMol25 entry of this formula, charge and spin): 3.863 eV

Each line ends with the Mulliken charge.
Geometry (Å):
C: 1.819 0.724 -0.039  -1.474
C: 0.345 0.623 -0.106  0.649
C: -0.684 1.624 0.015  0.097
C: -0.302 -0.583 -0.010  0.598
C: -1.756 -0.765 0.154  -0.766
C: -2.929 -0.700 -0.132  0.028
H: 2.257 0.122 -0.831  0.435
H: 2.395 0.620 0.972  0.261
H: 1.956 1.845 -0.235  0.330
H: 0.366 -2.645 0.154  0.253
H: 1.602 -1.443 0.165  0.267
H: -4.103 -0.255 -0.101  0.317
N: -1.485 2.431 0.033  -0.539
N: 0.519 -1.598 -0.038  -0.454

***

Entry from OMol25: one molecule with the formula C6H6N2 (ωB97M-V/def2-TZVPD).

- M: 106.13 g/mol
- HOMO: -8.4 eV
- Kohn-Sham gap: 9.380 eV
- SMILES: C#C[C@@]12C[C@@H]1C=NN2
- Total charge: 0
- Calculated total energy: -341.5229 a.u.
- Relative energy (zero: lowest compared OMol25 entry of this formula, charge and spin): 5.432 eV

Each line ends with the Mulliken charge.
Geometry (Å):
C: -2.935 -0.365 0.185  -0.060
C: -1.749 -0.049 0.134  -0.912
C: -0.301 0.038 -0.351  0.856
C: 0.578 1.339 -0.780  -0.826
C: 0.673 0.573 0.680  -0.134
C: 1.776 -0.449 0.579  -0.272
H: -3.972 -0.861 0.542  0.328
H: 1.650 1.406 -1.391  0.216
H: 0.000 2.211 -0.691  0.361
H: 0.548 1.094 1.685  0.338
H: 2.563 -0.349 1.205  0.497
H: -0.386 -1.960 -0.981  0.253
N: 1.374 -1.416 -0.128  -0.712
N: 0.182 -1.212 -0.689  0.066

***

Entry from OMol25: one molecule with the formula C6H6N2 (ωB97M-V/def2-TZVPD).

- M: 106.13 g/mol
- HOMO: -7.9 eV
- Kohn-Sham gap: 7.738 eV
- SMILES: C1=C[C@H]2NN=CC2=C1
- Total charge: 0
- Calculated total energy: -341.5821 a.u.
- Relative energy (zero: lowest compared OMol25 entry of this formula, charge and spin): 3.823 eV

Each line ends with the Mulliken charge.
Geometry (Å):
C: -1.376 -0.923 -1.145  -0.336
C: -0.650 -0.439 0.026  -0.077
C: -0.471 -0.545 1.405  -0.478
C: 0.805 -0.023 1.871  -0.191
C: 1.361 0.608 0.702  -0.775
C: 0.300 0.469 -0.378  0.899
H: 0.962 0.808 -2.329  0.305
H: -2.466 -1.097 -1.390  0.324
H: -1.205 -1.218 2.065  0.259
H: 1.065 -0.223 2.957  0.350
H: 2.234 1.371 0.600  0.248
H: -0.236 1.501 -0.391  0.183
N: 0.454 0.073 -1.750  -0.193
N: -0.778 -0.362 -2.243  -0.518

***

Entry from OMol25: one molecule with the formula C6H6N2O (ωB97M-V/def2-TZVPD).

- M: 122.13 g/mol
- HOMO: -8.0 eV
- Kohn-Sham gap: 8.718 eV
- SMILES: CN(C#N)c1ccco1
- Total charge: 0
- Calculated total energy: -416.8823 a.u.
- Relative energy (zero: lowest compared OMol25 entry of this formula, charge and spin): 2.486 eV

Each line ends with the Mulliken charge.
Geometry (Å):
C: -0.756 1.074 2.246  0.306
C: 1.232 1.459 -1.559  -0.486
C: 0.680 1.657 -0.301  -0.239
C: 1.094 0.097 -1.779  -0.514
C: 0.126 0.461 0.071  0.392
C: -0.605 -1.314 1.666  -0.836
N: -0.767 1.907 3.030  -0.429
N: -0.641 0.061 1.161  0.017
O: 0.382 -0.459 -0.922  -0.294
H: 1.741 2.286 -2.071  0.365
H: 0.831 2.532 0.344  0.372
H: 1.466 -0.548 -2.534  0.444
H: -1.621 -1.665 1.982  0.254
H: -0.187 -1.868 0.710  0.304
H: 0.149 -1.254 2.454  0.346

***

Entry from OMol25: one molecule with the formula C6H6N2O (ωB97M-V/def2-TZVPD).

- M: 122.13 g/mol
- HOMO: -8.4 eV
- Kohn-Sham gap: 7.205 eV
- SMILES: [H]/N=C1/NC(=C)C(=C)C1=O
- Total charge: 0
- Calculated total energy: -416.7774 a.u.
- Relative energy (zero: lowest compared OMol25 entry of this formula, charge and spin): 5.341 eV

Each line ends with the Mulliken charge.
Geometry (Å):
C: 1.894 -1.302 0.428  -0.851
C: 0.803 -0.565 0.214  0.439
C: -0.739 0.939 1.157  0.241
C: -0.755 1.107 -0.403  0.689
C: 0.191 0.108 -0.942  -0.107
C: -0.260 -0.505 -2.198  -0.446
H: 2.053 -1.280 1.601  0.196
H: 2.314 -1.836 -0.402  0.315
H: 0.317 -0.659 2.427  0.377
H: -1.748 2.412 1.567  0.270
H: -0.058 -1.468 -2.917  0.238
H: -1.330 -0.248 -2.810  0.206
N: 0.233 -0.122 1.318  -0.275
N: -1.134 1.818 1.976  -0.705
O: -1.781 1.601 -1.017  -0.588

***

Entry from OMol25: one molecule with the formula C6H6N2O2 (ωB97M-V/def2-TZVPD).

- M: 138.13 g/mol
- HOMO: -9.0 eV
- Kohn-Sham gap: 9.133 eV
- SMILES: O=NN(O)c1ccccc1
- Total charge: 0
- Calculated total energy: -492.0832 a.u.
- Relative energy (zero: lowest compared OMol25 entry of this formula, charge and spin): 4.361 eV

Each line ends with the Mulliken charge.
Geometry (Å):
C: 0.250 -0.227 -0.434  0.145
C: 0.623 -0.619 0.865  -0.141
C: -0.046 -0.099 1.976  -0.513
C: -1.025 0.877 1.843  -0.416
C: -1.344 1.336 0.563  -0.478
C: -0.721 0.785 -0.552  -0.222
H: 2.841 -0.714 -1.481  0.354
H: 1.514 -1.260 0.933  0.406
H: 0.212 -0.396 2.985  0.335
H: -1.602 1.226 2.684  0.377
H: -2.148 2.070 0.476  0.336
H: -1.093 1.111 -1.530  0.327
N: 0.882 -0.837 -1.521  0.475
N: 0.351 -1.102 -2.739  -0.101
O: 2.145 -1.393 -1.314  -0.476
O: -0.838 -0.760 -2.754  -0.410

***

Entry from OMol25: a 2-piece molecular cluster, C6H6N2O4 overall (ωB97M-V/def2-TZVPD).

- M: 170.12 g/mol
- HOMO (spin up / spin down): -8.0 / -7.9 eV
- Kohn-Sham gap (spin up / spin down): 6.749 / 7.931 eV
- Total charge: 0
- Calculated total energy: -642.3926 a.u.
- Relative energy (zero: lowest compared OMol25 entry of this formula, charge and spin): 7.777 eV

Each line ends with the Mulliken charge.
Geometry (Å):
C: 2.580 1.290 0.722  0.231
C: 2.830 -0.039 0.204  -0.627
C: 1.419 1.893 0.785  -0.789
C: 2.071 -0.845 -0.586  0.130
C: -4.428 0.652 -0.582  0.734
C: 0.013 -0.357 0.224  -0.348
N: -1.231 -0.555 0.408  0.746
N: 0.760 -1.092 -0.614  -0.051
O: -4.339 1.682 -1.053  -0.349
O: -4.567 -0.422 -0.211  -0.389
O: -2.106 0.236 0.687  -0.656
O: -1.680 -1.979 0.186  -0.471
H: 3.407 1.755 1.285  0.283
H: 3.870 -0.144 0.057  0.290
H: 1.035 2.793 1.042  0.409
H: 2.739 -1.557 -1.247  0.232
H: 0.215 -1.438 -1.467  0.281
H: -2.588 -1.873 0.159  0.343

***

Entry from OMol25: one molecule with the formula C6H6N2S (ωB97M-V/def2-TZVPD).

- M: 138.20 g/mol
- HOMO (spin up / spin down): -8.8 / -7.9 eV
- Kohn-Sham gap (spin up / spin down): 8.285 / 6.819 eV
- Total charge: 0
- Calculated total energy: -739.7121 a.u.
- Relative energy (zero: lowest compared OMol25 entry of this formula, charge and spin): 5.059 eV

Each line ends with the Mulliken charge.
Geometry (Å):
C: -2.909 -1.766 0.169  0.073
C: 0.905 0.249 0.384  -0.239
C: -0.367 -1.829 -0.150  0.171
C: -0.001 1.185 0.607  -0.380
C: -1.639 -1.611 -0.063  -0.170
C: 0.753 -0.861 -0.620  -0.527
N: -4.042 -1.600 0.304  -0.502
N: -2.095 2.659 0.171  -0.490
S: -1.420 1.497 -0.570  0.139
H: 1.620 -0.144 1.164  0.232
H: -0.062 -2.807 0.035  0.400
H: 0.034 1.941 1.359  0.470
H: 0.506 -0.439 -1.660  0.300
H: 1.780 -1.473 -0.502  0.251
H: -2.845 2.910 -0.421  0.271

***

Q: Number 2 is which compound?
A: C6H6N

***

Q: Which value of total charge does entry 3 give?
A: +1